Below is a 5-piece molecular cluster, C24H49F2NO6PS4Si overall, with properties calculated with the ωB97M-V functional and the def2-TZVPD basis.

Atoms and positions in Å:
S (5.087, 5.204, -0.068)
S (-0.659, -1.285, 3.401)
S (-5.802, -3.166, 0.663)
S (5.079, -2.279, 2.504)
P (0.935, 3.203, -2.172)
Si (-3.204, 0.051, -0.709)
F (1.594, 1.967, 0.711)
F (1.179, -0.170, 0.138)
O (0.426, 4.210, -0.922)
O (3.761, -2.983, 2.466)
O (-5.875, -1.919, -0.160)
O (-0.239, 3.023, -3.372)
O (-1.955, -2.025, 3.409)
O (5.565, 4.423, -1.248)
N (1.321, 1.506, -1.593)
C (6.542, 5.844, 0.783)
C (5.905, -2.752, 4.035)
C (-5.171, -0.666, -2.915)
C (3.234, 0.851, -3.127)
C (-4.682, 1.880, -2.438)
C (-7.382, -4.018, 0.491)
C (6.200, -3.172, 1.409)
C (-3.907, 0.399, 1.026)
C (0.436, -2.123, 2.239)
C (-0.672, 1.352, 0.080)
C (2.849, 1.372, -1.675)
C (3.951, -0.571, -3.152)
C (-2.677, -1.797, -0.949)
C (4.628, 4.019, 1.213)
C (-6.032, -2.692, 2.387)
C (0.868, 1.173, -0.210)
C (0.247, -1.761, 4.885)
C (3.332, -2.291, -1.084)
C (-5.599, 2.323, -3.547)
C (3.420, -1.568, -2.072)
C (-6.092, -0.234, -4.027)
C (-1.641, 1.082, -1.154)
C (-6.277, 1.230, -4.341)
C (-4.465, 0.400, -2.132)
H (-2.716, -1.976, -2.073)
H (-6.936, -2.089, 2.489)
H (3.277, 0.771, -0.823)
H (0.304, -2.849, 4.952)
H (5.071, -0.434, -3.140)
H (0.037, -1.989, 1.234)
H (-6.594, -1.052, -4.625)
H (7.019, 6.585, 0.141)
H (0.482, -3.188, 2.472)
H (3.338, -2.980, -0.188)
H (-8.200, -3.331, 0.713)
H (7.242, 5.032, 0.983)
H (-4.147, 2.696, -1.854)
H (-5.048, 0.375, 1.015)
H (-3.610, -0.483, 1.695)
H (5.853, -3.048, 0.383)
H (-0.917, 0.624, 0.928)
H (-1.592, -1.883, -0.635)
H (3.961, 1.601, -3.589)
H (-3.328, -2.504, -0.360)
H (1.433, -1.683, 2.295)
H (0.963, 0.750, -2.214)
H (7.205, -2.759, 1.503)
H (-1.164, 0.578, -2.048)
H (5.450, 3.322, 1.387)
H (-4.961, -1.740, -2.644)
H (6.920, -2.352, 4.040)
H (-3.506, 1.359, 1.479)
H (-0.285, -1.372, 5.753)
H (3.750, 3.468, 0.875)
H (3.709, -1.041, -4.164)
H (-0.003, 2.249, -3.937)
H (-5.715, 3.418, -3.764)
H (-0.512, 4.451, -1.141)
H (-5.167, -2.107, 2.702)
H (5.928, -3.839, 4.125)
H (6.204, -4.233, 1.666)
H (-2.030, 2.103, -1.495)
H (2.360, 0.806, -3.859)
H (1.250, -1.333, 4.853)
H (3.276, 2.428, -1.592)
H (-0.852, 2.386, 0.526)
H (5.347, -2.331, 4.872)
H (-6.956, 1.513, -5.196)
H (-6.105, -3.589, 3.004)
H (4.387, 4.554, 2.133)
H (-7.473, -4.372, -0.536)
H (6.237, 6.318, 1.717)
H (-7.411, -4.870, 1.172)

Properties
multiplicity = 1
Kohn-Sham gap = 0.2841 Eh
total charge = +1
calculated total energy = -105386.9180 eV
maximum force = 4.807 eV/A
E_LUMO = -2.67 eV
HOMO = -0.382 Ha


Below is C24H50CdF6NO16S2Zn as an isolated structure, with properties calculated with the ωB97M-V functional and the def2-TZVPD basis.

Atoms and positions in Å:
Cd (0.819, 2.043, 0.212)
Zn (1.809, -5.750, -0.218)
S (-1.683, 3.153, 2.258)
S (0.576, 2.464, 3.302)
F (-2.432, 5.466, 1.226)
F (-0.392, 5.398, 1.992)
F (1.397, 0.056, 4.170)
F (-0.272, -0.002, 2.760)
F (-0.632, 0.686, 4.865)
F (-2.042, 5.529, 3.321)
O (-2.601, 0.905, -1.699)
O (-2.793, -3.667, -2.230)
O (2.228, 3.583, -0.006)
O (0.201, -4.165, -0.802)
O (-0.687, 3.266, -0.827)
O (2.213, 0.738, 0.700)
O (-1.856, -3.907, -4.953)
O (3.326, -3.123, 3.870)
O (-0.419, 0.485, -0.146)
O (-3.008, -2.933, 3.005)
O (0.128, 3.485, 4.292)
O (-2.231, 2.626, 3.583)
O (2.770, -3.850, 0.514)
O (2.033, 2.506, 3.114)
O (1.591, 1.510, -2.106)
O (-2.576, 2.882, 1.100)
N (-0.029, 2.602, 1.886)
C (4.505, -3.166, 4.517)
C (-2.720, -2.146, 1.945)
C (-2.594, 0.476, -3.017)
C (4.256, -2.510, 5.875)
C (-3.862, 1.084, -3.634)
C (2.534, -1.550, 0.648)
C (-0.081, -2.420, -4.220)
C (-3.248, -5.432, -0.577)
C (3.311, 5.066, 1.436)
C (-0.451, 4.392, -1.643)
C (3.447, 3.781, 0.582)
C (-3.277, -0.763, 2.347)
C (2.040, -2.809, 0.289)
C (0.189, -0.591, -0.102)
C (3.455, 0.326, -2.893)
C (1.746, -0.402, 0.470)
C (3.022, 1.545, -2.092)
C (-1.616, 5.026, 2.204)
C (0.205, 0.652, 3.862)
C (-0.447, -3.862, -4.619)
C (-3.774, -4.365, -1.520)
C (-1.665, 4.337, -2.646)
C (-0.269, -1.950, -0.328)
C (0.620, -2.989, -0.322)
H (3.095, 0.216, -3.916)
H (4.697, -4.234, 4.609)
H (-2.345, -3.938, -4.128)
H (-4.389, -3.721, -0.892)
H (2.126, 4.341, -0.587)
H (-2.524, 4.714, -2.090)
H (5.256, -2.677, 3.896)
H (-1.620, 3.049, -0.754)
H (-4.617, -4.709, -2.120)
H (-3.775, 2.169, -3.697)
H (3.437, 2.325, -2.729)
H (-2.717, -4.947, 0.242)
H (-4.740, 0.763, -3.075)
H (2.303, 5.357, 1.733)
H (-1.299, -2.079, -0.626)
H (3.743, 2.916, 1.175)
H (-3.898, 0.591, -4.605)
H (-2.608, -6.095, -1.159)
H (0.530, 4.216, -2.085)
H (-0.714, -1.747, -4.799)
H (3.515, -3.117, 6.395)
H (-0.389, -2.160, -3.208)
H (-0.134, -4.606, -3.887)
H (3.684, -1.610, 5.649)
H (-4.345, -0.711, 2.560)
H (-3.033, -0.002, 1.606)
H (3.892, 4.952, 2.351)
H (3.360, -2.449, 3.186)
H (0.169, -4.170, -5.464)
H (-0.521, 5.252, -0.977)
H (3.404, -1.542, 1.289)
H (3.670, 5.937, 0.888)
H (0.949, -2.137, -4.440)
H (-1.727, 0.692, -1.364)
H (5.247, -2.406, 6.318)
H (-1.714, 0.774, -3.586)
H (-2.794, -0.346, 3.230)
H (-2.754, -0.599, -3.108)
H (-1.621, 4.990, -3.517)
H (3.476, 1.529, -1.101)
H (4.127, 3.734, -0.268)
H (4.541, 0.245, -2.928)
H (-3.293, -2.653, 1.170)
H (-3.280, -2.326, 3.698)
H (3.089, -0.526, -2.318)
H (-1.637, -2.118, 1.818)
H (-4.096, -5.953, -0.132)
H (-1.887, -3.891, -2.006)
H (1.329, 1.662, -3.017)
H (-1.929, 3.331, -2.974)

Properties
multiplicity = 2
Kohn-Sham gap (alpha / beta) = 0.1197 / 0.1125 Eh
total charge = +2
calculated total energy = -150878.1241 eV
maximum force = 7.359 eV/A
E_LUMO (alpha / beta) = -10.96 / -11.16 eV
HOMO (alpha / beta) = -0.522 / -0.522 Ha


Below is C24H50ClF5OP2Si2SnTe as an isolated structure, with properties calculated with the ωB97M-V functional and the def2-TZVPD basis.

Atoms and positions in Å:
Te (2.662, -0.088, 2.534)
Sn (0.548, -0.026, -0.539)
Cl (2.292, -0.056, -5.226)
P (0.500, -2.831, -0.578)
P (0.496, 2.833, -0.433)
Si (-1.294, -2.852, 2.065)
Si (-1.389, 2.885, 2.142)
F (2.627, 1.842, 2.275)
F (4.217, 0.098, 3.727)
F (3.739, -0.177, 0.901)
F (2.682, -2.042, 2.692)
F (1.414, 0.110, 4.021)
O (1.150, -0.249, 1.438)
C (-1.814, -1.138, 1.522)
C (-0.857, 3.157, -2.862)
C (-0.989, 2.776, 3.957)
C (2.090, -3.618, -1.182)
C (3.193, -2.573, -1.361)
C (-0.732, 5.212, -1.360)
C (-2.739, -3.987, 1.754)
C (2.613, 4.719, -0.099)
C (-0.845, 3.686, -1.421)
C (0.205, 3.437, 1.264)
C (-0.894, -3.116, -2.982)
C (2.603, -4.742, -0.284)
C (-1.888, 1.179, 1.563)
C (2.083, 3.637, -1.034)
C (0.259, -3.420, 1.129)
C (-0.724, -5.201, -1.531)
C (-2.809, 4.035, 1.785)
C (3.185, 2.600, -1.269)
C (-1.437, 0.024, 2.243)
C (-2.631, 0.725, 0.424)
C (-2.584, -0.694, 0.400)
C (-0.840, -2.784, 3.872)
C (1.642, -0.029, -3.530)
C (-0.852, -3.674, -1.553)
H (-3.150, 1.375, -0.278)
H (-1.619, 3.698, -3.436)
H (-0.791, -3.804, 4.277)
H (-3.665, -3.409, 1.892)
H (3.522, -5.143, -0.729)
H (2.515, 0.026, -2.868)
H (0.230, 4.542, 1.274)
H (3.427, -2.065, -0.415)
H (1.070, -0.955, -3.388)
H (-1.102, 2.087, -2.907)
H (-0.888, 0.031, 3.182)
H (-1.132, -2.045, -3.003)
H (1.906, 5.537, 0.081)
H (-0.078, 2.185, 4.129)
H (-1.821, 2.297, 4.491)
H (0.058, -3.268, -3.510)
H (-2.749, -4.435, 0.751)
H (2.902, 4.283, 0.866)
H (4.105, -3.082, -1.704)
H (-0.852, 5.618, -0.346)
H (-1.605, -2.218, 4.423)
H (0.108, 3.309, -3.366)
H (3.515, 5.151, -0.550)
H (4.087, 3.124, -1.614)
H (-1.528, -5.623, -2.149)
H (-3.747, 3.477, 1.918)
H (0.232, -5.535, -1.959)
H (-1.674, -3.641, -3.548)
H (-1.781, 3.377, -0.923)
H (-0.823, -5.631, -0.526)
H (1.898, -5.575, -0.174)
H (2.930, -1.815, -2.109)
H (0.248, -4.524, 1.140)
H (-3.045, -1.353, -0.333)
H (0.133, -2.298, 4.024)
H (-2.789, 4.857, 2.514)
H (2.855, -4.359, 0.712)
H (-1.780, -3.384, -1.030)
H (-2.720, -4.793, 2.501)
H (1.808, 4.092, -2.001)
H (1.053, 3.085, 1.874)
H (-2.795, 4.461, 0.773)
H (1.833, -4.032, -2.172)
H (1.003, 0.858, -3.442)
H (2.907, 1.862, -2.031)
H (1.134, -3.091, 1.716)
H (0.230, 5.565, -1.760)
H (-0.839, 3.783, 4.368)
H (-1.527, 5.645, -1.982)
H (3.438, 2.073, -0.339)

Properties
multiplicity = 1
Kohn-Sham gap (alpha / beta) = 0.1495 / 0.1506 Eh
total charge = 0
calculated total energy = -101315.6002 eV
ΔE to the lowest compared entry with this formula, charge and spin = 153.1 kJ/mol
maximum force = 2.820 eV/A
E_LUMO (alpha / beta) = -2.90 / -2.89 eV
HOMO (alpha / beta) = -0.256 / -0.257 Ha


Below is a 4-piece molecular cluster, C24H50ClFN6O7 overall, with properties calculated with the ωB97M-V functional and the def2-TZVPD basis.

Atoms and positions in Å:
Cl (-0.977, -0.004, -3.200)
F (-6.438, -0.910, 3.336)
O (-4.187, 2.815, 0.290)
O (-3.008, -0.194, -1.624)
O (-2.200, 2.356, -0.726)
O (2.229, -1.328, -1.237)
O (1.181, 1.550, -8.251)
O (-0.515, -3.013, 3.824)
O (1.916, 1.623, 2.019)
N (-1.242, 4.223, 1.808)
N (-1.285, -1.516, 6.169)
N (3.333, 1.287, -0.804)
N (-0.142, 1.634, 0.874)
N (0.982, 0.640, -5.520)
N (-3.593, 0.431, 1.477)
C (2.420, -1.871, -2.531)
C (1.827, 2.795, -8.441)
C (0.874, -3.256, 3.674)
C (-0.929, -0.791, -0.584)
C (0.408, -3.107, 6.892)
C (-5.766, -0.563, 2.182)
C (3.401, -1.169, -0.459)
C (3.226, 1.537, -5.785)
C (-2.903, -0.854, 1.158)
C (-1.833, -0.318, -1.679)
C (-3.020, 2.355, 0.226)
C (4.201, 0.111, -0.748)
C (-0.974, -2.946, 6.266)
C (-1.129, -3.667, 4.920)
C (-1.591, 3.456, 3.000)
C (-1.268, 0.878, 1.433)
C (-4.547, 0.237, 2.606)
C (5.032, 0.049, -2.024)
C (0.885, 1.603, 1.505)
C (-1.437, -0.526, 0.817)
C (-2.624, 1.596, 1.536)
C (2.232, 0.485, -6.269)
C (-2.727, 2.463, 2.777)
C (2.007, 0.503, -7.788)
H (1.494, -2.365, -2.821)
H (-0.702, -1.847, -0.698)
H (3.542, 1.313, -4.766)
H (1.138, -4.274, 3.972)
H (-5.505, -1.487, 1.671)
H (-1.697, -3.398, 6.951)
H (-0.890, -1.188, 1.481)
H (5.581, -0.893, -2.094)
H (1.120, -3.126, 2.619)
H (4.118, 1.557, -6.416)
H (0.513, 1.471, -5.872)
H (-0.250, 4.399, 1.807)
H (-4.897, 1.172, 3.024)
H (2.650, -0.497, -6.023)
H (-2.731, 1.792, 3.643)
H (-1.961, 4.146, 3.761)
H (-0.729, 2.983, 3.458)
H (0.354, -0.120, -5.770)
H (-6.389, 0.068, 1.553)
H (3.231, -2.606, -2.543)
H (3.049, -1.116, 0.576)
H (1.486, -0.418, -8.062)
H (1.155, -2.484, 6.401)
H (4.038, -2.061, -0.534)
H (1.467, -2.539, 4.245)
H (2.623, -1.087, -3.264)
H (-3.425, -1.374, 0.367)
H (-2.897, -1.579, 1.967)
H (2.792, 2.535, -5.773)
H (-2.243, -1.403, 5.850)
H (0.020, -0.273, -0.691)
H (-0.787, -4.707, 4.983)
H (2.592, 1.080, -1.471)
H (-1.032, 0.634, 2.477)
H (1.821, 3.391, -7.525)
H (-2.195, -3.699, 4.677)
H (2.963, 0.501, -8.330)
H (2.856, 2.666, -8.788)
H (5.759, 0.860, -2.036)
H (-3.682, 2.977, 2.769)
H (-4.042, -0.298, 3.403)
H (-1.740, 5.098, 1.770)
H (1.269, 3.343, -9.199)
H (0.743, -4.145, 6.848)
H (-0.723, -1.129, 5.414)
H (4.894, 0.241, 0.088)
H (2.846, 1.365, 0.083)
H (4.417, 0.155, -2.918)
H (0.381, -2.809, 7.939)
H (-4.216, 0.583, 0.675)

Properties
multiplicity = 1
Kohn-Sham gap = 0.3046 Eh
total charge = 0
calculated total energy = -64209.0500 eV
ΔE to the lowest compared entry with this formula, charge and spin = 8.8 kJ/mol
maximum force = 2.194 eV/A
E_LUMO = 0.09 eV
HOMO = -0.301 Ha
SMILES string = NCC[C@@]1(C(=O)[O-])[C@H](N=C=O)[C@H](CC(=O)Cl)C[N@H+]1CCF.COC[C@@H](C)N.COC[C@@H](C)N.COC[C@@H](C)N


Below is C24H50F12K2N2O18S4 as an isolated structure, with properties calculated with the ωB97M-V functional and the def2-TZVPD basis.

Atoms and positions in Å:
K (5.755, 3.964, 5.427)
K (4.583, 9.528, 3.278)
S (7.286, 9.921, 5.893)
S (4.923, 5.838, 2.132)
S (2.824, 6.054, 3.712)
S (6.085, 12.033, 6.040)
F (1.042, 7.950, 3.383)
F (8.648, 10.055, 3.451)
F (2.160, 8.300, 5.128)
F (3.925, 13.881, 6.246)
F (9.358, 8.509, 4.806)
F (5.201, 5.731, -0.562)
F (3.182, 5.294, 0.098)
F (0.754, 6.749, 5.231)
F (7.458, 8.272, 3.786)
F (3.865, 7.417, 0.203)
F (5.214, 14.019, 4.350)
F (3.780, 12.569, 4.504)
O (0.558, 1.698, -1.865)
O (9.090, 5.359, -3.123)
O (5.616, 11.675, 7.359)
O (6.261, 6.334, 2.141)
O (-0.188, 3.730, -0.254)
O (10.745, 7.116, 0.250)
O (8.366, 10.498, 6.676)
O (10.919, 5.148, -5.675)
O (6.534, 8.742, 6.438)
O (0.614, 6.968, -1.865)
O (4.058, 3.278, 7.713)
O (3.324, 5.361, 4.895)
O (13.011, 7.752, -1.396)
O (2.028, 5.343, 2.665)
O (1.668, 5.283, -3.710)
O (7.214, 12.921, 6.025)
O (6.371, 5.308, 8.057)
O (4.705, 4.426, 2.450)
N (6.181, 10.940, 5.067)
N (3.861, 6.949, 3.016)
C (5.807, 4.515, 9.054)
C (4.331, 4.322, 8.639)
C (11.783, 8.062, 0.717)
C (10.564, 6.249, -4.875)
C (0.216, 2.511, 0.401)
C (4.234, 6.141, 0.326)
C (3.025, 4.887, -3.411)
C (12.392, 8.964, -1.934)
C (2.669, 3.061, 7.312)
C (9.889, 4.261, -5.942)
C (7.744, 5.502, 7.993)
C (9.395, 7.411, 0.648)
C (1.513, 6.682, -4.118)
C (-0.961, 4.659, 0.607)
C (8.259, 9.154, 4.364)
C (8.023, 6.251, -3.052)
C (1.082, 1.724, -0.587)
C (1.264, 7.688, -2.911)
C (10.395, 5.874, -3.400)
C (1.319, 0.795, -2.705)
C (1.640, 7.338, 4.465)
C (0.500, 7.703, -0.645)
C (13.150, 7.635, 0.048)
C (4.650, 13.225, 5.253)
H (13.993, 8.125, 0.536)
H (11.265, 7.082, -4.921)
H (2.222, 6.911, -4.914)
H (-0.270, 7.341, 0.036)
H (0.630, 8.499, -3.270)
H (2.596, 2.197, 6.651)
H (11.779, 7.911, 1.796)
H (10.150, 3.731, -6.857)
H (-0.604, 1.817, 0.588)
H (8.152, 5.985, 8.881)
H (0.921, -0.155, -2.350)
H (7.540, 6.619, -3.957)
H (8.377, 7.063, -2.417)
H (1.440, 7.784, -0.099)
H (2.379, 0.785, -2.454)
H (13.062, 9.214, -2.757)
H (4.072, 5.309, 8.257)
H (7.925, 6.156, 7.140)
H (9.344, 7.694, 1.699)
H (9.010, 8.191, -0.009)
H (13.466, 6.595, 0.129)
H (2.071, 2.182, -0.607)
H (1.377, 0.737, -0.231)
H (2.035, 2.913, 8.186)
H (0.559, 6.652, -4.644)
H (8.222, 4.538, 7.818)
H (2.202, 8.059, -2.500)
H (5.908, 5.020, 10.015)
H (8.956, 4.789, -6.137)
H (11.137, 5.143, -3.079)
H (-0.348, 5.145, 1.366)
H (2.920, 4.097, -2.667)
H (1.139, 1.031, -3.754)
H (8.722, 6.564, 0.517)
H (0.291, 8.746, -0.883)
H (3.657, 5.751, -3.205)
H (9.780, 3.551, -5.122)
H (10.562, 6.714, -2.726)
H (-1.432, 5.467, 0.048)
H (9.677, 6.787, -5.207)
H (11.543, 9.109, 0.531)
H (3.697, 4.298, 9.525)
H (0.712, 2.707, 1.352)
H (7.252, 5.743, -2.473)
H (3.590, 4.520, -4.267)
H (-1.732, 4.109, 1.147)
H (12.213, 9.842, -1.313)
H (6.285, 3.535, 9.070)
H (11.450, 8.778, -2.450)
H (2.394, 4.053, 6.954)

Properties
multiplicity = 2
Kohn-Sham gap (alpha / beta) = 0.2574 / 0.0531 Eh
total charge = +1
calculated total energy = -174114.5423 eV
maximum force = 9.567 eV/A
E_LUMO (alpha / beta) = -3.39 / -8.95 eV
HOMO (alpha / beta) = -0.382 / -0.382 Ha


Question: Which of these has the highest total charge?
Answer: C24H50CdF6NO16S2Zn